a:
CH5NOP2 in the gas phase. Source: OMol25; level of theory: ωB97M-V/def2-TZVPD.

CARTESIAN COORDINATES (ANGSTROEM)
1 P 0.2999 1.5082 0.4882
2 P -1.8809 0.1219 0.1069
3 O 1.4978 0.5036 -0.0522
4 N -2.5140 -1.1206 -0.4459
5 C 1.2897 -0.8949 -0.0137
6 H 0.1108 2.3120 -0.6825
7 H -2.5922 1.2670 0.6203
8 H 0.8735 -1.2666 0.8784
9 H 2.2957 -1.3498 -0.0637
10 H 0.6197 -1.0808 -0.8356

Properties
* structure (SMILES): COP[PH]#N
* HOMO-LUMO gap (alpha / beta): 7.65 / 7.65 eV
* total charge: 0

***

b:
2 unconnected molecules or ions with the total composition CH5NOP2. Source: OMol25; level of theory: ωB97M-V/def2-TZVPD.

CARTESIAN COORDINATES (ANGSTROEM)
1 P 1.4278 1.5826 0.5127
2 P 0.8037 -1.3374 -0.9485
3 O -0.2264 -0.9978 0.3489
4 N 1.6387 1.5240 -1.0148
5 C -1.5393 -0.6453 0.0620
6 H 1.8287 -1.2501 0.0073
7 H 2.0407 2.9963 0.7299
8 H -1.8135 0.3717 0.0359
9 H -1.9736 -1.3145 -0.6936
10 H -2.1867 -0.9295 0.9603

Properties
* HOMO-LUMO gap (alpha / beta): 6.83 / 8.67 eV
* total charge: 0

***

a ends up most stable, edging out the next structure by 0.0255 hartree.

***

a:
C4H7NS in the gas phase. Source: OMol25; level of theory: ωB97M-V/def2-TZVPD.

CARTESIAN COORDINATES (ANGSTROEM)
1 S 1.2835 -1.1961 3.1608
2 N -0.4918 -0.9021 0.9782
3 C -1.5798 0.5836 -0.8202
4 C -0.1966 -1.1410 2.0885
5 C -0.5336 -0.4850 -0.3471
6 C 2.4525 -1.2649 1.9149
7 H 0.4452 -0.2755 -0.6967
8 H -1.6418 0.6609 -1.9417
9 H -2.5401 0.3648 -0.2975
10 H 2.4413 -0.5912 1.1180
11 H 2.9956 -2.1678 2.0964
12 H -1.3808 1.5971 -0.6017
13 H -0.8147 -1.3871 -0.9270

Properties
* HOMO-LUMO gap (alpha / beta): 6.87 / 8.70 eV
* total charge: 0
* <S²>: 2.008
* spin multiplicity: 3

***

b:
2 unconnected molecules or ions with the total composition C4H7NS. Source: OMol25; level of theory: ωB97M-V/def2-TZVPD.

CARTESIAN COORDINATES (ANGSTROEM)
1 S 2.4760 1.1485 0.2033
2 N 2.1639 -0.3041 -0.3337
3 C -1.7195 0.8598 0.0875
4 C 1.2659 -1.1469 0.1575
5 C 0.9243 -2.2190 -0.5967
6 C -1.3071 2.1377 0.3896
7 H -1.0696 0.0140 -0.1586
8 H 0.7767 -1.0649 1.1139
9 H 0.2255 -2.8797 -0.2679
10 H 1.3069 -2.4154 -1.5924
11 H -2.7123 0.5449 0.0297
12 H -2.0922 2.9193 0.4690
13 H -0.2386 2.4059 0.4987

Properties
* HOMO-LUMO gap (alpha / beta): 9.10 / 7.74 eV
* total charge: 0
* <S²>: 2.033
* spin multiplicity: 3

***

b ends up most stable, edging out the next structure by 0.0456 hartree.

***

a:
C11H11NOS in the gas phase. Source: OMol25; level of theory: ωB97M-V/def2-TZVPD.

CARTESIAN COORDINATES (ANGSTROEM)
1 S 1.0923 1.9957 -0.5255
2 O 0.0879 -2.2949 -1.9006
3 N -0.2637 -0.0718 -1.4140
4 C -1.6276 1.5756 -0.2198
5 C 0.0129 -0.1292 0.8490
6 C 0.1595 0.6285 -2.6021
7 C 0.2067 -0.7355 3.1105
8 C 0.1312 -2.0562 2.6814
9 C 0.1928 0.2818 2.1628
10 C 0.1763 -2.3929 1.3478
11 C -0.0032 -1.3843 -1.0996
12 C -0.2431 0.7987 -0.2798
13 C 0.0739 -1.4042 0.4094
14 C 1.3925 1.3921 -2.1808
15 H 0.3000 -3.4318 1.0124
16 H 0.0388 -2.7704 3.5776
17 H -2.1766 1.7867 -1.1333
18 H 1.6267 2.1347 -2.9144
19 H 2.3391 0.7214 -2.2367
20 H 0.4581 1.2810 2.4662
21 H -0.6458 1.2958 -2.7586
22 H -2.3385 1.0094 0.2915
23 H 0.1718 -0.5575 4.2424
24 H 0.2816 -0.1518 -3.2234
25 H -1.4435 2.4792 0.3375

Properties
* structure (SMILES): C[C@]12SCCN1C(=O)c1ccccc12
* HOMO-LUMO gap: 9.48 eV
* total charge: 0

***

b:
3 unconnected molecules or ions with the total composition C11H11NOS. Source: OMol25; level of theory: ωB97M-V/def2-TZVPD.

CARTESIAN COORDINATES (ANGSTROEM)
1 S -2.4937 -1.2872 -0.7385
2 O -1.6687 -1.0726 -1.8908
3 N 2.6727 -2.0277 -0.6075
4 C 0.9339 0.6618 2.6144
5 C -3.6431 2.7743 0.5648
6 C 1.6538 0.5467 0.2757
7 C -0.3451 0.2432 2.2859
8 C -1.8203 -0.7199 0.6511
9 C 2.6812 -1.9464 -1.7703
10 C -3.8503 1.7096 0.0311
11 C -0.5931 -0.1260 0.9819
12 C 0.3333 0.2287 -0.0210
13 C 2.3175 -1.6095 -3.0811
14 C 1.9775 0.7299 1.6466
15 H -4.3275 0.8426 -0.4568
16 H -3.4171 3.8670 0.7759
17 H -1.0981 0.0749 3.0583
18 H -2.5545 -0.7988 1.4236
19 H 2.8670 -0.7906 -3.4604
20 H 1.2491 -1.4895 -3.0931
21 H 2.5071 0.7329 -0.3003
22 H 1.0079 0.8810 3.7136
23 H 3.0093 0.9382 2.0914
24 H 2.6222 -2.4895 -3.6929
25 H -0.0209 0.1271 -1.0015

Properties
* HOMO-LUMO gap (alpha / beta): 7.81 / 7.81 eV
* total charge: 0

***

a ends up most stable, edging out the next structure by 0.1704 hartree.

***

a:
C18H22ClFN6O2 in the gas phase. Source: OMol25; level of theory: ωB97M-V/def2-TZVPD.

CARTESIAN COORDINATES (ANGSTROEM)
1 Cl -3.0375 5.6742 1.7640
2 F 2.7486 -1.0912 -4.5989
3 O 0.0474 -2.6588 -0.9009
4 O 3.4901 0.8350 -2.8890
5 N -3.8245 3.6265 5.0434
6 N -0.4424 1.8911 0.2500
7 N 1.3276 -1.1658 -1.8658
8 N -1.9663 2.8819 1.5858
9 N -2.5444 2.1788 3.7535
10 N -1.7762 -1.8661 0.9276
11 C -3.0197 4.3388 2.9293
12 C -3.8004 4.5457 4.0666
13 C 4.9938 -0.6796 -1.6844
14 C -3.1780 2.4976 4.8073
15 C -1.8019 0.4709 1.3578
16 C -1.3406 1.7144 1.1317
17 C -2.7568 -2.0208 2.0865
18 C 0.0480 0.8385 -0.4774
19 C -4.1975 -1.9331 1.5694
20 C -1.2520 -0.6398 0.6571
21 C 0.2763 -1.4616 -1.0453
22 C -0.2899 -0.4092 -0.2660
23 C -3.7253 -3.2580 2.1497
24 C 3.2895 -1.4938 -3.4548
25 C -2.5010 3.0705 2.8060
26 C 5.3483 -0.3009 -4.2292
27 C 2.1759 -2.1271 -2.6434
28 C 4.2333 -0.3522 -3.0303
29 H -1.1447 -2.6392 0.7911
30 H -4.0447 -3.5817 3.0829
31 H -2.5090 -1.5912 2.9911
32 H 3.8564 -2.3901 -3.7835
33 H -1.4647 3.6813 1.1704
34 H 5.7675 -1.2757 -4.4216
35 H -4.3821 -1.9512 0.4857
36 H 5.6136 -1.5475 -1.7440
37 H -3.2913 1.5891 5.4279
38 H 6.1487 0.2781 -3.7618
39 H 5.0648 -0.0191 -5.2721
40 H -4.8738 -1.3634 2.2465
41 H -3.5367 -4.0634 1.3859
42 H 2.6262 -2.8457 -1.8851
43 H 3.0802 1.1431 -3.7339
44 H 4.1169 -0.8512 -1.0185
45 H 0.8321 1.0721 -1.2174
46 H 1.5792 -2.6681 -3.4047
47 H -2.7325 0.5492 1.9250
48 H 5.6633 0.1891 -1.4096
49 H -4.5170 5.3926 4.2016
50 H 1.6234 -0.2132 -1.8565

Properties
* structure (SMILES): CC(C)(O)[C@H](F)CNC(=O)c1cnc(Nc2ncncc2Cl)cc1NC1CC1
* HOMO-LUMO gap: 9.03 eV
* total charge: 0

***

b:
C18H22ClFN6O2 in the gas phase. Source: OMol25; level of theory: ωB97M-V/def2-TZVPD.

CARTESIAN COORDINATES (ANGSTROEM)
1 Cl 1.3523 -0.0148 -3.9121
2 F 0.3361 -3.2705 2.2986
3 O -2.7996 0.4840 1.5445
4 O 0.6200 -0.6184 3.2117
5 N -1.5878 1.7562 -2.3651
6 N 0.9611 1.0710 0.9275
7 N -1.3871 -1.2614 1.0119
8 N 1.7739 3.9299 -4.1753
9 N 3.9182 3.0902 -4.6933
10 N 0.0410 2.8782 -3.4087
11 C 3.1172 2.3717 0.7989
12 C -1.2844 -0.8377 4.6152
13 C -1.1920 0.8107 -0.1965
14 C -1.9237 -0.0181 0.8229
15 C -0.6547 -2.6987 3.0201
16 C 1.7804 2.1498 1.4148
17 C 3.3300 1.8543 -4.5480
18 C -1.7220 -2.2609 2.0452
19 C -0.1436 -1.6343 3.9502
20 C 1.2888 2.7426 -3.9393
21 C -2.0327 1.0997 -1.2975
22 C 0.7444 -2.2590 5.0633
23 C 0.0678 1.1880 -0.1885
24 C 3.0286 4.0784 -4.6912
25 C 3.0712 1.6763 2.1641
26 C 0.4780 1.9732 -1.2831
27 C 1.9997 1.6171 -4.1533
28 C -0.3570 2.1372 -2.3410
29 H 1.3811 2.5731 -1.1968
30 H 3.3033 1.7879 -0.1191
31 H -1.9722 -3.2745 1.4868
32 H 3.0865 0.5745 2.3752
33 H 0.5146 0.5731 1.7282
34 H 3.5277 2.2398 2.9574
35 H 1.3228 3.0787 1.7441
36 H 1.4816 -3.0800 4.7022
37 H 3.2306 5.1082 -4.8921
38 H -0.8761 -0.1979 5.4110
39 H 0.0421 -2.7168 5.7945
40 H -2.6103 -1.8748 2.6531
41 H 3.9531 0.9846 -4.7236
42 H -2.1191 -1.4104 4.9226
43 H -1.6451 -0.0921 3.8160
44 H -3.0539 0.7667 -1.3786
45 H -0.2647 3.7831 -3.4180
46 H -0.8329 -1.6648 0.2378
47 H 1.4283 -1.5783 5.5744
48 H 3.5683 3.3429 0.7174
49 H -1.1635 -3.4200 3.5663
50 H 1.3325 -1.0789 2.8041

Properties
* structure (SMILES): CC(C)(O)[C@H](F)CNC(=O)c1cnc(Nc2ncncc2Cl)cc1NC1CC1
* HOMO-LUMO gap: 9.30 eV
* total charge: 0

***

b ends up most stable, edging out the next structure by 0.0174 hartree.

***

a:
A molecular structure, C40H40FN5O2S2Ti. Source: OMol25; level of theory: ωB97M-V/def2-TZVPD.

CARTESIAN COORDINATES (ANGSTROEM)
1 Ti 0.7840 -1.1062 0.4328
2 S 0.6674 1.3422 1.6229
3 S 1.1297 -2.0523 3.4994
4 F -0.7728 -3.1436 1.2620
5 O 1.6709 -0.3769 -0.9847
6 O 2.9977 -0.5171 2.7238
7 N 1.2653 -2.8907 -0.3569
8 N -1.1759 -0.7714 -0.0217
9 N 0.6241 3.9946 1.4241
10 N -1.3913 2.9660 2.1705
11 N 3.6916 -2.7512 1.0123
12 C -1.6604 -3.1473 0.2407
13 C -3.3405 -4.3181 -0.9722
14 C -1.9196 -1.9228 -0.3672
15 C -1.5487 1.4979 -2.1561
16 C -1.4453 0.2275 -3.0047
17 C -1.2682 5.3381 1.9523
18 C 5.3394 1.6952 0.1110
19 C 4.3294 -0.4364 0.6781
20 C 1.7936 -4.0517 0.4003
21 C -3.3450 2.2516 -0.6434
22 C 4.0535 1.4661 2.1317
23 C -3.0083 -1.9370 -1.2508
24 C 2.2148 0.1755 -3.2081
25 C -0.1942 2.1803 -1.9397
26 C -3.6942 -3.1083 -1.5568
27 C 0.0482 5.1883 1.5383
28 C -2.4947 0.1101 3.7886
29 C -1.9387 4.1685 2.2564
30 C 2.2714 -0.1912 -4.5255
31 C -2.3223 1.3168 -0.8479
32 C 4.8293 2.2369 1.2857
33 C 1.7702 -0.7452 -2.2391
34 C 5.0814 0.3675 -0.1783
35 C -2.9102 0.3406 1.3016
36 C -3.8105 -1.6527 2.5772
37 C -3.9337 1.2693 1.4385
38 C 1.5261 -2.4037 -3.9837
39 C 4.1422 -1.8469 0.2664
40 C -2.1128 0.3337 0.1324
41 C -2.3101 -4.3264 -0.0379
42 C 1.9058 -1.4905 -4.9334
43 C 1.8390 -1.1418 2.3252
44 C 3.7819 0.1463 1.8232
45 C 1.4686 -2.0584 -2.6238
46 C 3.3156 -3.9991 0.4133
47 C 0.9079 6.3786 1.2013
48 C -4.1674 2.2257 0.4667
49 C 1.2996 -3.0906 -1.6269
50 C -2.6757 -0.6246 2.4554
51 C -0.1099 2.8922 1.7508
52 H 5.9180 2.3042 -0.5732
53 H -2.0982 -0.5852 4.5363
54 H -3.4983 3.0133 -1.4023
55 H -0.8805 0.4257 -3.9225
56 H 0.2378 2.4674 -2.9079
57 H -2.9778 4.1945 2.5810
58 H 5.0037 3.2790 1.5254
59 H -3.8763 -5.2306 -1.2062
60 H 5.4690 -0.0769 -1.0918
61 H 1.4259 -4.0203 1.4184
62 H -3.5606 -2.4114 3.3271
63 H 2.5972 0.5337 -5.2636
64 H -1.7428 -1.1400 2.2766
65 H 1.4734 -4.9775 -0.0815
66 H 3.7038 -4.1249 -0.6080
67 H -2.0363 -5.2204 0.5115
68 H -4.7316 -1.1522 2.8994
69 H 4.3862 -2.0577 -0.7884
70 H 2.4748 1.1749 -2.8792
71 H -2.4388 -0.1267 -3.2944
72 H 1.9440 -1.7705 -5.9781
73 H -3.4472 0.5027 4.1659
74 H -4.5226 -3.0683 -2.2553
75 H -0.9513 -0.5789 -2.4664
76 H -4.9686 2.9490 0.5761
77 H 1.2780 -3.4217 -4.2693
78 H -1.7948 0.9407 3.6770
79 H 1.3270 -4.1231 -1.9733
80 H -3.3218 -0.9990 -1.6872
81 H 1.6745 6.5053 1.9690
82 H 0.3236 7.2985 1.1384
83 H -2.1479 2.1974 -2.7393
84 H -4.5477 1.2492 2.3351
85 H -4.0238 -2.1609 1.6346
86 H -0.3126 3.0847 -1.3375
87 H 3.5920 1.8813 3.0167
88 H 1.4212 6.2075 0.2545
89 H -1.7399 6.3092 2.0310
90 H 3.6605 -4.8241 1.0373
91 H 0.5105 1.5448 -1.4100

Properties
* HOMO-LUMO gap (alpha / beta): 6.24 / 6.30 eV
* total charge: -1
* <S²>: 0.758
* spin multiplicity: 2

***

b:
A molecular structure, C40H40FN5O2S2Ti. Source: OMol25; level of theory: ωB97M-V/def2-TZVPD.

CARTESIAN COORDINATES (ANGSTROEM)
1 Ti -1.0177 -1.3517 1.6758
2 S -1.5666 -1.6840 -1.1304
3 S -1.3818 1.1903 -0.0869
4 F 0.3553 -2.8650 0.5519
5 O 0.6878 -1.0009 2.4176
6 O -1.4480 -3.1988 2.2996
7 N -3.2226 -1.4072 1.5589
8 N -2.1658 3.2983 -1.3604
9 N 0.8528 -0.2521 -0.6350
10 N -1.4750 1.5222 -2.7861
11 N -1.6491 0.1726 2.8971
12 C -4.1154 -4.7316 0.3672
13 C -2.4123 4.0589 -2.4197
14 C 1.7189 1.6466 -3.6991
15 C -2.1758 -4.0949 1.7045
16 C 3.0778 2.2419 1.0513
17 C 0.4266 0.6038 4.1040
18 C 1.2011 -0.3382 3.3974
19 C -0.5868 -0.3944 -0.2976
20 C -2.1913 3.5932 -3.7128
21 C -3.3572 -3.7465 0.9993
22 C 2.3290 1.1664 5.4868
23 C 1.8254 -1.1959 -0.3835
24 C 1.0794 -0.7790 -3.4825
25 C 1.9130 3.1068 -1.8043
26 C 2.6084 -3.3852 0.4296
27 C -1.8519 -5.4642 1.7898
28 C 2.3537 -1.3430 -4.1184
29 C -3.7426 -6.0602 0.4019
30 C -3.8662 -0.1358 1.7934
31 C -1.7224 2.2991 -3.8329
32 C 4.1938 -1.8455 -0.4403
33 C 1.5659 2.0673 -0.9440
34 C 1.3359 0.5914 -2.8800
35 C 1.0137 1.3473 5.1410
36 C -0.0590 -0.7622 -4.5038
37 C 2.5527 -0.5231 3.7688
38 C -3.8787 -2.3981 1.0977
39 C -2.6052 -6.4142 1.1344
40 C 3.0947 0.2141 4.7872
41 C 1.2381 0.8238 -1.4993
42 C 3.9275 -3.0872 0.1180
43 C 1.6244 2.2764 0.5610
44 C 1.6124 -2.4716 0.1823
45 C 1.9852 2.9009 -3.1727
46 C -2.9113 5.4501 -2.1527
47 C -3.0822 0.5688 2.8955
48 C 0.9466 3.5697 1.0110
49 C 3.1796 -0.9348 -0.6849
50 C -1.6811 2.0636 -1.5949
51 C -0.9639 0.7953 3.7877
52 H -3.6931 5.4234 -1.3945
53 H 0.8827 3.5911 2.1027
54 H -2.3089 -7.4559 1.1895
55 H 0.4050 2.0734 5.6705
56 H -4.9250 -2.2716 0.7977
57 H 2.3186 -4.3296 0.8722
58 H -4.9094 -0.2610 2.1017
59 H -3.8420 0.4524 0.8743
60 H -2.3829 4.2114 -4.5795
61 H 3.4365 0.0174 -1.1261
62 H 2.6818 -0.7216 -4.9578
63 H 3.6638 3.0401 0.5859
64 H 5.2099 -1.5703 -0.6977
65 H 0.7559 -1.4456 -2.6828
66 H 4.1344 0.0658 5.0544
67 H 1.5164 4.4497 0.6979
68 H 3.1341 -1.2456 3.2091
69 H -0.1991 -1.7668 -4.9102
70 H 2.7711 1.7461 6.2859
71 H -3.1490 1.6503 2.7663
72 H -0.9834 -0.4538 -4.0216
73 H -1.4867 1.5418 4.3922
74 H 3.1161 2.3726 2.1367
75 H 4.7157 -3.8039 0.3047
76 H -0.9694 -5.7361 2.3555
77 H -0.0633 3.6468 0.6075
78 H -3.2957 5.9191 -3.0580
79 H 2.2651 3.7169 -3.8295
80 H 2.1642 -2.3490 -4.5002
81 H 3.5468 1.2869 0.8124
82 H -3.5040 0.3160 3.8716
83 H 3.1692 -1.4023 -3.3970
84 H 1.1058 1.4371 1.0258
85 H -4.3243 -6.8133 -0.1128
86 H -5.0142 -4.4329 -0.1636
87 H -2.0968 6.0626 -1.7615
88 H 1.8006 1.4876 -4.7691
89 H 2.1510 4.0820 -1.3943
90 H 0.1631 -0.0904 -5.3404
91 H -1.5305 1.8554 -4.8065

Properties
* HOMO-LUMO gap (alpha / beta): 5.78 / 5.64 eV
* total charge: -1
* <S²>: 0.767
* spin multiplicity: 2

***

b ends up most stable, edging out the next structure by 0.0684 hartree.